# 1
C4H16NO2S | the ωB97M-V functional and the def2-TZVPD basis

Last column: Löwdin spin population.
CARTESIAN COORDINATES (ANGSTROEM)
C: -1.403848 -0.840340 -1.723111  0.05
C: -0.548905 -0.007560 -0.778045  0.05
C: -0.975329 1.386712 -0.303641  0.02
C: 0.217576 2.203699 0.207825  0.03
S: 1.484717 2.455993 -1.119415  0.07
N: -0.482734 -1.015522 0.434897  0.06
H: -2.307366 -1.334931 -1.326415  0.01
H: -0.777819 -1.651409 -2.079721  0.03
H: -1.742701 -0.310759 -2.614603  0.00
H: 0.433443 0.099577 -1.327751  0.03
H: -1.430050 1.818038 -1.220983  0.00
H: -1.730168 1.452612 0.489903  0.01
H: 0.657737 1.742745 1.094509  0.01
H: 0.063010 3.222706 0.538612  0.00
H: 1.445395 3.802978 -1.373163  0.00
H: -1.215741 -1.725334 0.450393  0.04
H: -0.383569 -0.494027 1.304911  0.02
H: 0.498437 -1.431134 0.418060  0.05
H: 1.611976 0.660062 3.104680  0.02
H: 1.068713 -0.718735 3.422590  0.03
O: 1.025289 -0.029940 2.741955  0.11
H: 1.198007 -3.498147 -0.719216  0.07
H: 2.098466 -2.699471 0.209655  0.10
O: 1.195454 -3.087816 0.168076  0.18

Cartesian forces, eV/Å:
C -0.862 0.180 -0.937
C -0.673 -1.308 0.671
C -0.310 0.536 -0.716
C 0.730 0.557 -0.641
S 0.434 -0.060 -0.020
N 2.681 2.174 -0.432
H 0.330 0.527 0.308
H 0.200 -0.233 -0.081
H 0.176 0.282 0.023
H -0.673 -0.391 1.266
H 0.332 0.271 0.626
H -0.107 -0.650 -0.248
H 0.267 -0.314 -0.414
H -0.981 0.098 -0.001
H -0.425 -0.701 0.501
H 0.181 0.031 -0.005
H -0.558 0.079 0.441
H -0.998 -0.770 -0.322
H -0.200 -0.196 -0.324
H -0.046 -0.175 -0.167
O 0.161 0.333 0.459
H -0.120 -0.012 0.043
H -0.040 -0.056 0.195
O 0.499 -0.201 -0.225

Its orbital gap (spin up / spin down) is 3.306 / 9.843 eV. The energy above the lowest of the compared OMol25 structures with the same formula, charge and spin is 0.438 eV. Its spin multiplicity is 2. The charge is 0.

# 2
C26H74O16 | the ωB97M-V functional and the def2-TZVPD basis

Last column: Mulliken charge in e.
CARTESIAN COORDINATES (ANGSTROEM)
C: -5.074990 -0.089553 -4.720335  -1.26
C: -5.196246 0.126406 -3.239274  0.83
O: -4.314803 -0.157127 -2.461385  -0.34
C: -6.482586 0.670038 -2.693787  -1.19
H: -5.353816 -1.077770 -5.091280  0.34
H: -4.030028 -0.000863 -5.021837  0.27
H: -5.684360 0.638375 -5.256385  0.38
H: -6.683843 1.719203 -2.932394  0.33
H: -6.532844 0.539472 -1.614928  0.22
H: -7.365651 0.192593 -3.131475  0.43
C: 0.749420 -0.604707 0.757492  0.98
C: -0.485366 -1.116540 0.047764  -0.28
O: -0.804001 -2.281569 0.127170  -0.17
C: -1.150300 -0.155847 -0.895100  1.47
H: 0.474951 -0.015442 1.639272  -0.20
H: 1.250932 0.101368 0.090670  -0.25
H: 1.407427 -1.407698 1.076756  -0.32
H: -1.332255 0.775222 -0.352025  -0.34
H: -2.073480 -0.540921 -1.325309  0.26
H: -0.480741 0.078087 -1.724604  -1.19
C: 2.287157 3.180728 4.559571  -0.76
C: 0.914045 2.586074 4.531791  0.90
O: 0.724527 1.478806 4.068936  -0.48
C: -0.270998 3.281014 5.150278  -1.15
H: 2.408291 3.959325 5.309441  0.42
H: 2.516812 3.524336 3.545787  -0.13
H: 3.059874 2.431272 4.737229  0.29
H: 0.008578 4.105291 5.806228  0.39
H: -0.891612 2.574860 5.695008  0.31
H: -0.865518 3.696190 4.331963  0.19
C: 0.543360 -2.139845 4.323954  -0.83
C: -0.441035 -3.054337 3.644894  0.87
O: -0.088842 -4.113448 3.182270  -0.57
C: -1.892813 -2.644288 3.616419  -0.74
H: 0.299265 -2.052381 5.384923  0.47
H: 0.581926 -1.171185 3.824280  -0.06
H: 1.543643 -2.573440 4.320604  0.26
H: -2.602478 -3.454923 3.770786  0.43
H: -2.141392 -2.169777 2.664158  -0.22
H: -2.131230 -1.902354 4.383423  0.37
C: 4.124252 -1.214151 -1.022861  0.94
C: 5.493976 -0.666918 -0.668434  0.28
O: 6.451888 -1.373249 -0.485978  -0.60
C: 5.599213 0.840466 -0.598393  -0.54
H: 4.257446 -2.180623 -1.509630  0.48
H: 3.617445 -0.561265 -1.730031  -0.59
H: 3.465132 -1.355113 -0.169457  -0.59
H: 5.826351 1.223476 0.393141  0.21
H: 4.657807 1.271974 -0.939410  -0.13
H: 6.360464 1.172756 -1.307538  0.43
C: -2.726231 -4.408042 -1.196744  -0.25
O: -2.196399 -4.658774 0.079262  -0.59
H: -2.039637 -4.422087 -2.054485  0.08
H: -3.476003 -5.157225 -1.463466  0.38
H: -3.227202 -3.431350 -1.204143  -0.04
H: -1.606792 -3.905335 0.246929  0.57
C: 0.860153 -4.018272 -2.317827  -0.53
O: 2.165588 -3.423590 -2.320818  -0.61
H: 0.646380 -4.698793 -1.497792  0.41
H: 0.113984 -3.223638 -2.270734  -0.04
H: 0.721031 -4.544764 -3.263602  0.39
H: 2.136396 -2.704366 -2.970912  0.25
C: -4.429058 -1.237983 1.119221  -0.22
O: -5.273348 -0.499842 1.997864  -0.61
H: -4.838551 -1.227431 0.103168  0.15
H: -3.447284 -0.747900 1.074562  -0.13
H: -4.266704 -2.281563 1.381128  0.41
H: -5.425301 0.340139 1.540382  0.37
C: -0.590455 3.033241 1.317770  -0.56
O: -0.651151 3.298233 -0.076387  -0.50
H: -0.298127 3.947465 1.851643  0.51
H: -1.540494 2.709660 1.749520  0.36
H: 0.209503 2.337995 1.566106  -0.16
H: -1.202364 4.070989 -0.224565  0.23
C: -4.383180 2.501206 -0.016705  0.03
O: -5.520738 2.076531 0.717372  -0.54
H: -3.584157 1.791240 0.198780  -0.28
H: -4.561241 2.444164 -1.093637  0.17
H: -4.052173 3.498083 0.288409  0.33
H: -6.275940 2.618612 0.473008  0.29
C: 2.277827 2.798246 -2.390356  -1.05
O: 1.603940 2.120645 -1.320475  0.37
H: 2.668440 3.758994 -2.044248  0.32
H: 3.086580 2.142255 -2.701578  0.29
H: 1.576475 3.002103 -3.203057  0.31
H: 0.845457 2.667358 -1.053417  0.02
C: 2.661034 -4.080982 1.007390  0.00
O: 3.115665 -4.806784 -0.112605  -0.56
H: 3.130885 -4.442089 1.924656  0.34
H: 2.939125 -3.023624 0.924826  -0.13
H: 1.580001 -4.207684 1.128767  0.17
H: 2.784118 -4.315504 -0.883803  0.36
C: 1.661465 -0.298198 -4.018534  -0.25
O: 1.236799 -1.630347 -4.387002  -0.59
H: 2.608432 -0.489880 -3.511410  0.13
H: 1.795561 0.352137 -4.879502  0.48
H: 0.994960 0.091028 -3.245021  -0.24
H: 0.759691 -1.554891 -5.218080  0.29
C: -1.799014 2.147535 -3.754489  -0.23
O: -2.360564 2.914410 -4.810190  -0.58
H: -1.469438 1.132403 -3.997540  0.17
H: -0.934835 2.656032 -3.308584  0.28
H: -2.594360 2.110891 -3.010003  0.00
H: -1.653741 3.156284 -5.417050  0.31
C: 4.239127 -0.357410 2.692529  0.25
O: 4.840097 -0.836810 3.879947  -0.59
H: 3.184362 -0.154210 2.908544  -0.10
H: 4.682020 0.575438 2.343247  -0.11
H: 4.289107 -1.047976 1.848188  0.14
H: 4.991522 -1.781719 3.824120  0.35
C: 3.827301 3.819737 0.933537  -0.99
O: 3.266916 2.522961 1.065267  0.32
H: 4.734089 3.848202 0.315734  0.26
H: 3.086863 4.470995 0.458198  0.34
H: 4.128577 4.195664 1.910876  0.29
H: 2.722057 2.376189 0.275455  -0.04

Cartesian forces, eV/Å:
C 0.420 0.275 -0.599
C -0.311 -0.405 0.357
O 0.460 0.011 -0.162
C -1.125 0.212 -0.025
H -0.358 -0.103 0.535
H -0.015 0.273 0.107
H 0.067 0.007 -0.074
H 0.523 0.097 -0.052
H 0.181 0.020 0.012
H 0.216 -0.331 -0.068
C -0.337 0.545 0.045
C 1.021 -0.417 -0.459
O -0.285 0.182 0.188
C -0.446 0.148 0.158
H -0.104 -0.073 0.044
H 0.195 -0.116 0.032
H -0.096 -0.114 -0.081
H -0.052 0.114 -0.202
H -0.056 -0.085 0.220
H 0.213 0.033 0.164
C 0.474 0.112 -0.199
C -0.259 -1.277 0.631
O 0.181 0.126 -0.408
C 0.123 0.776 -0.050
H -0.109 0.230 -0.229
H -0.091 0.347 0.110
H -0.316 -0.292 0.082
H 0.008 -0.005 -0.016
H 0.058 -0.135 -0.097
H -0.095 0.014 0.068
C 0.454 -0.179 0.063
C -0.117 -0.610 0.214
O 0.032 -0.025 -0.144
C -0.508 0.742 0.318
H -0.333 0.417 -0.109
H -0.158 0.186 0.335
H -0.053 -0.112 -0.351
H 0.357 -0.344 -0.224
H 0.155 -0.115 -0.096
H 0.231 0.077 -0.016
C 0.407 -0.517 -0.636
C -0.266 0.290 0.239
O 0.020 -0.167 0.032
C -0.313 0.282 -0.659
H -0.053 -0.095 0.215
H -0.052 0.214 0.107
H 0.123 0.158 0.136
H 0.084 -0.165 0.051
H -0.003 0.167 0.253
H 0.205 -0.077 0.187
C -0.837 0.261 -0.462
O 0.369 -0.020 -0.395
H 0.477 0.024 0.384
H -0.026 -0.075 0.407
H -0.034 -0.006 -0.170
H -0.096 -0.353 0.230
C -0.467 0.677 -0.985
O -0.265 -0.172 0.416
H 0.687 0.040 0.229
H -0.133 -0.054 0.043
H -0.127 -0.198 0.042
H -0.080 -0.428 0.098
C 0.167 0.671 -0.608
O 0.128 -0.523 -0.105
H 0.067 -0.060 -0.030
H 0.112 -0.186 -0.069
H -0.326 0.091 0.538
H -0.127 -0.018 0.268
C 0.333 0.875 0.940
O 0.053 -0.305 -0.239
H -0.118 0.029 -0.031
H -0.002 -0.256 -0.250
H -0.172 -0.316 -0.462
H -0.014 -0.013 -0.001
C 0.211 -0.328 -0.074
O -0.059 0.076 -0.011
H -0.027 0.025 0.059
H 0.013 0.198 0.011
H -0.085 0.043 -0.106
H -0.012 -0.028 0.045
C -0.457 -0.025 0.556
O 0.163 0.274 -0.139
H 0.213 -0.057 -0.082
H 0.032 0.142 -0.204
H 0.172 -0.156 -0.192
H -0.130 -0.146 0.115
C -0.161 -0.109 0.213
O 0.086 0.147 -0.084
H 0.071 -0.239 -0.176
H -0.212 0.040 0.037
H 0.025 0.317 0.121
H 0.430 -0.248 0.082
C 0.231 -1.297 0.737
O -0.105 0.797 -0.377
H 0.176 0.528 -0.228
H -0.062 0.099 0.087
H -0.114 0.354 -0.365
H -0.082 -0.294 0.082
C -0.083 0.502 0.577
O 0.359 -0.271 -0.299
H -0.300 0.011 -0.346
H -0.075 0.030 0.048
H 0.216 -0.325 0.137
H -0.123 -0.010 -0.053
C -0.722 0.043 -0.138
O 0.418 0.131 0.058
H -0.028 0.065 -0.218
H 0.198 0.027 0.340
H 0.110 -0.229 0.202
H -0.034 -0.028 -0.140
C -0.055 -0.066 -0.346
O 0.098 0.170 0.045
H -0.055 -0.245 -0.086
H 0.143 0.341 0.257
H -0.273 0.011 0.066
H 0.021 -0.253 0.054

Its orbital gap is 8.602 eV. The energy above the lowest of the compared OMol25 structures with the same formula, charge and spin is 1.909 eV. The charge is 0.

# 3
C26H28BiCl2N2O3S4 | the ωB97M-V functional and the def2-TZVPD basis

Last column: natural (NBO) charge in e.
CARTESIAN COORDINATES (ANGSTROEM)
Bi: 0.673586 0.283794 0.370514  1.47
C: 5.423581 -1.828090 2.030176  -0.59
C: 4.383357 -0.897467 1.395107  -0.25
C: 4.983857 -0.146415 0.211230  -0.61
C: 3.135221 -1.686293 1.052361  -0.03
C: 2.821886 -2.103377 -0.237910  -0.23
C: 1.687058 -2.874037 -0.487976  -0.23
C: 0.808546 -3.225433 0.528888  -0.01
C: -0.440696 -4.015795 0.245855  -0.63
C: 1.117353 -2.806871 1.825445  -0.24
C: 2.258714 -2.063605 2.081932  -0.16
H: 6.303457 -1.261231 2.335821  0.22
H: 5.740819 -2.588905 1.313865  0.21
H: 5.023671 -2.337618 2.907588  0.21
H: 4.086952 -0.155470 2.144527  0.21
H: 5.381857 -0.832650 -0.539564  0.21
H: 5.812213 0.473955 0.552766  0.23
H: 4.251609 0.504893 -0.272750  0.21
H: 3.474501 -1.844563 -1.062464  0.24
H: 1.494872 -3.225248 -1.495216  0.22
H: -1.321251 -3.368136 0.256656  0.22
H: -0.596367 -4.789027 0.997807  0.23
H: -0.390088 -4.495280 -0.730915  0.22
H: 0.461584 -3.080930 2.643682  0.23
H: 2.479340 -1.757055 3.098900  0.22
O: -6.195869 2.696208 -0.470831  -0.72
C: -5.362857 3.197195 0.548822  -0.10
C: -4.010446 2.552838 0.447271  0.06
C: -3.016737 2.847487 1.370493  -0.23
C: -1.784928 2.249188 1.232054  0.06
N: -1.507597 1.386602 0.247350  -0.56
C: -2.455960 1.087072 -0.653659  0.28
C: -3.716059 1.661898 -0.572164  -0.24
C: -2.090929 0.150285 -1.746311  0.15
C: -2.973673 -0.204243 -2.757687  -0.22
C: -2.548287 -1.045263 -3.775449  0.02
C: -3.463988 -1.413167 -4.919879  -0.10
O: -3.150422 -2.657010 -5.501402  -0.70
C: -1.239949 -1.506794 -3.746202  -0.18
C: -0.426084 -1.117797 -2.699986  0.05
N: -0.842641 -0.319252 -1.717972  -0.50
H: -7.059478 3.115854 -0.412440  0.49
H: -5.770800 2.989268 1.544253  0.19
H: -5.232286 4.282166 0.466361  0.20
H: -3.189667 3.534796 2.188447  0.24
H: -0.979082 2.467161 1.923023  0.24
H: -4.482748 1.436358 -1.295111  0.25
H: -3.987715 0.170001 -2.765796  0.23
H: -3.331754 -0.670942 -5.709951  0.21
H: -4.507013 -1.358644 -4.596550  0.18
H: -3.497802 -3.369605 -4.954672  0.48
H: -0.871423 -2.159257 -4.525215  0.24
H: 0.604827 -1.445100 -2.644448  0.21
O: 4.570887 6.010711 -0.332632  -0.52
C: 3.905772 5.031292 -0.200294  0.21
S: 3.415128 3.982198 -1.555557  0.36
C: 2.537528 2.820549 -0.585021  -0.42
C: 2.482417 3.027095 0.739949  -0.41
S: 1.681226 2.006033 1.916746  -0.23
S: 3.285183 4.451683 1.364696  0.36
S: 1.767636 1.518752 -1.473668  -0.19
Cl: -0.357881 -0.404663 3.713396  -0.03
C: -1.202226 0.482786 5.007680  -0.38
Cl: -1.055172 2.229897 4.821873  -0.01
H: -0.746052 0.197948 5.947234  0.24
H: -2.248687 0.209255 4.966921  0.23

Cartesian forces, eV/Å:
Bi -0.154 -0.385 -0.072
C -0.024 0.020 -0.008
C 0.026 -0.017 -0.009
C -0.037 0.005 0.010
C -0.092 0.038 0.211
C 0.035 -0.029 -0.046
C -0.004 -0.001 0.008
C -0.039 -0.025 0.019
C 0.036 0.017 0.014
C 0.057 -0.044 -0.038
C 0.056 0.068 -0.119
H -0.001 -0.004 0.003
H -0.001 0.002 -0.001
H 0.007 0.000 -0.003
H 0.005 -0.014 0.020
H 0.003 0.007 0.002
H 0.003 0.008 -0.006
H 0.034 -0.021 0.007
H -0.002 0.004 0.012
H 0.003 0.006 -0.004
H -0.003 -0.006 -0.002
H 0.000 -0.001 -0.002
H -0.004 -0.001 0.000
H -0.004 -0.005 0.007
H 0.009 0.000 -0.005
O -0.018 -0.017 -0.007
C 0.018 0.024 0.042
C -0.047 0.007 -0.035
C -0.002 0.020 0.026
C -0.009 -0.009 -0.030
N 0.091 0.117 0.163
C -0.115 0.120 0.097
C 0.028 -0.042 -0.040
C 0.051 -0.086 -0.110
C -0.023 0.049 0.029
C -0.012 -0.037 -0.066
C -0.002 0.015 -0.006
O 0.032 -0.035 0.011
C 0.054 -0.028 0.040
C -0.072 0.021 0.009
N 0.108 -0.009 -0.045
H 0.018 0.000 -0.004
H -0.013 -0.005 0.002
H -0.001 0.004 -0.002
H 0.016 0.004 -0.003
H -0.002 -0.023 -0.017
H 0.002 -0.004 0.005
H 0.004 -0.006 -0.009
H -0.031 0.024 0.005
H -0.011 -0.011 0.015
H -0.009 0.031 -0.011
H 0.003 0.010 -0.003
H -0.004 -0.010 0.004
O -0.002 0.017 0.016
C -0.025 -0.022 -0.021
S 0.017 -0.020 -0.009
C 0.007 0.021 0.047
C 0.013 0.031 -0.105
S 0.060 0.076 0.078
S 0.012 -0.018 0.025
S -0.008 0.148 -0.100
Cl -0.046 -0.009 0.027
C 0.037 0.058 -0.026
Cl -0.016 -0.009 0.002
H -0.002 -0.018 0.003
H -0.009 -0.001 0.004

Its orbital gap is 6.796 eV. The charge is +1.